Entry 1:
12
Properties=species:S:1:pos:R:3 method="wB97M-V/def2-TZVPD" e_above_lowest_ev=2.2651 total_energy_ha=-1263.50967 lumo_energy_ha="-0.0470 / -0.0469" multiplicity=5 charge=0 fmax_ev_per_a=4.37 gap_ev="4.00 / 4.82" s2=6.011
C 1.6973 -0.5364 -0.0209
O 1.7625 -1.7944 0.2477
V -0.2739 -0.1110 -1.9884
Li 1.4024 -2.9059 1.5691
H 2.2476 0.4472 0.5279
C 0.5873 0.2069 0.3655
C -0.1875 1.4471 0.1232
C -1.3875 1.4414 -0.5176
O -1.9911 0.3596 -1.1721
Li -1.9712 -0.3286 0.5169
H 0.1004 -0.5838 0.9718
H -1.9863 2.3578 -0.6231

Entry 2:
14
Properties=species:S:1:pos:R:3 method="wB97M-V/def2-TZVPD" e_above_lowest_ev=0.0000 total_energy_ha=-879.74733 lumo_energy_ha=0.1206 charge=-1 smiles="[O-]C1=C(C2=CC(Cl)=CC2)O1" fmax_ev_per_a=4.65 gap_ev=5.67
C -0.1676 -0.3697 -1.3394
C 1.9209 -0.1722 -0.4150
C -1.5524 0.5275 0.5822
C 1.2373 -0.6246 -1.4995
C -2.5089 0.1429 1.4672
C 0.8688 0.4426 0.5257
C -0.4390 0.1893 -0.1395
O -3.5581 -0.3311 1.7632
O -1.4751 0.8603 2.0631
Cl 1.8906 -1.4312 -2.8768
H -1.0792 -0.6978 -2.0052
H 2.9977 -0.0985 -0.3958
H 0.7551 0.0706 1.4904
H 1.1099 1.4921 0.7794

Entry 3:
51
Properties=species:S:1:pos:R:3 method="wB97M-V/def2-TZVPD" total_energy_ha=-3192.77060 lumo_energy_ha=0.1547 charge=-2 fmax_ev_per_a=0.47 gap_ev=5.13
Ag -0.0497 0.4021 0.9252
C -2.9021 2.4626 0.8363
O -2.6122 1.1991 1.3859
C -3.5718 0.2132 1.1623
C -3.0313 -1.0779 1.7484
O -1.8386 -1.5637 1.1442
C -1.9784 -2.3292 -0.0393
C -2.2861 -1.5318 -1.3072
O -1.6155 -0.2988 -1.2539
C -1.4542 0.3255 -2.5121
H -3.7707 2.9167 1.3300
H -3.1080 2.3815 -0.2394
H -2.0169 3.0797 0.9855
H -3.7908 0.1171 0.0928
H -4.5155 0.4560 1.6768
H -3.8085 -1.8522 1.7102
H -2.7715 -0.8788 2.7885
H -2.7629 -3.0852 0.0990
H -1.0222 -2.8303 -0.1724
H -3.3652 -1.3693 -1.4365
H -1.9339 -2.1224 -2.1615
H -0.9159 -0.3272 -3.2049
H -0.8743 1.2320 -2.3469
H -2.4254 0.5853 -2.9507
Cl 1.9967 6.6986 3.4351
C 1.4735 5.0358 3.3440
C 1.3125 4.2916 4.4913
Cl 1.6201 5.0027 6.0560
C 0.8956 2.9477 4.3880
Cl 0.6575 1.9962 5.8388
C 0.6423 2.2994 3.1668
O 0.2575 1.0765 3.1060
C 0.8036 3.1009 1.9410
O 0.5487 2.5884 0.7834
C 1.2196 4.4313 2.0925
Cl 1.3778 5.3717 0.6254
C 1.3129 -2.0902 -0.5909
C 2.2282 -2.3918 -1.5644
C 3.1217 -3.5339 -1.4694
C 3.9810 -3.8776 -2.4700
C 4.0731 -3.1335 -3.6736
C 3.2459 -1.9872 -3.7785
C 2.3773 -1.6281 -2.7910
C 4.9598 -3.5149 -4.7187
N 5.6819 -3.8304 -5.5696
H 0.6013 -1.2764 -0.7131
H 1.2444 -2.6797 0.3166
H 3.0811 -4.1366 -0.5679
H 4.6157 -4.7494 -2.3526
H 3.3130 -1.3819 -4.6762
H 1.7785 -0.7329 -2.9093

Entry 4:
67
Properties=species:S:1:pos:R:3 method="wB97M-V/def2-TZVPD" e_above_lowest_ev=0.2730 total_energy_ha=-3378.17611 lumo_energy_ha="-0.0476 / -0.0728" multiplicity=4 charge=0 fmax_ev_per_a=5.68 gap_ev="4.31 / 3.61" s2=3.768
Re 1.0160 -1.0240 0.6256
S 2.1444 -2.9652 0.2510
S 3.6037 -3.2121 1.5650
S 5.3606 -3.2010 0.4807
S 5.5192 -1.6726 -0.7335
C 1.9691 2.0766 -2.6262
Si 2.8202 0.6168 -1.7993
C 2.5499 -0.9643 -2.7130
C 4.6332 1.2331 -1.8690
N 2.2286 0.3731 -0.0786
C 2.7419 1.3266 0.8948
C 2.4246 2.7087 0.7448
C 3.0010 3.6256 1.6422
C 3.8790 3.1991 2.6356
C 4.2610 1.8296 2.7515
C 3.6140 0.9453 1.9170
F 3.8508 -0.3868 2.1231
H 2.1257 1.8789 -3.7228
H 2.4950 3.0085 -2.3521
H 0.8552 2.1662 -2.4188
H 2.7846 -0.9825 -3.7939
H 1.4586 -1.1586 -2.7002
H 3.0703 -1.7666 -2.1531
H 5.0964 0.8803 -2.7592
H 5.2527 0.8410 -1.0440
H 4.7622 2.3367 -1.7564
H 1.6523 3.0644 0.0326
H 2.7800 4.6911 1.5065
H 4.4308 3.9149 3.2233
H 5.0725 1.5646 3.4127
O -0.9696 3.1726 -1.8171
N -1.4126 4.0028 -1.0514
O -2.5650 4.0854 -0.6983
O 1.0385 -0.3109 2.1751
N -0.1657 -0.6564 -0.9242
C -1.1271 -0.2496 -1.4449
N -2.2773 -0.1547 -2.0765
C -3.0324 -1.2460 -2.7578
C -4.3247 -1.5027 -2.0346
C -5.1652 -0.2196 -1.9691
C -4.3810 0.8781 -1.2846
C -3.0630 1.1041 -1.9908
H -2.4872 -2.1499 -2.7788
H -3.2244 -0.9525 -3.8079
H -4.1742 -1.9702 -1.0820
H -4.7529 -2.2902 -2.6886
H -6.1189 -0.2917 -1.4624
H -5.3206 0.0369 -3.0638
H -4.1623 0.7004 -0.1966
H -4.8999 1.8341 -1.2907
H -2.4646 1.8584 -1.4742
H -3.2105 1.4778 -3.0176
C -2.2902 -0.2240 2.6734
N -2.0202 -1.6360 3.0117
C -2.8162 -2.2524 4.1090
C -1.2353 -2.4549 2.3273
C -0.9815 -3.8479 2.7487
O -0.7465 -2.1244 1.1902
H -2.7615 -0.1990 1.7009
H -1.4021 0.3168 2.5075
H -3.0026 0.1719 3.3853
H -3.5140 -3.0133 3.6756
H -3.4530 -1.4721 4.5596
H -2.1356 -2.6154 4.9415
H -1.7058 -4.5254 2.2687
H -1.1538 -4.0240 3.8546
H 0.0257 -4.2038 2.4963